# 1
16
Properties=species:S:1:pos:R:3:forces:R:3 method="wB97M-V/def2-TZVPD" total_energy_ha=-362.9098 e_above_lowest_kj_mol=461.32 spin_multiplicity=1 orbital_gap_ev=10.0439
O -0.281 -1.961 0.911 -1.697 2.137 1.245
C -1.258 -1.209 1.175 -0.425 -3.372 -5.449
N -1.386 0.216 1.155 2.729 -2.136 1.547
C -0.097 0.785 0.629 0.527 0.366 0.603
C 0.171 0.339 -0.810 -0.236 -0.905 -0.823
C 1.613 -0.181 -0.964 -0.060 2.169 0.531
O -0.195 1.319 -1.757 -0.189 0.709 0.048
H -2.293 -1.590 0.978 0.395 -0.297 1.401
H -1.061 -0.459 2.141 -0.498 3.178 1.168
H -0.239 1.860 0.652 0.093 0.238 -0.021
H 0.816 0.575 1.235 -0.894 -0.085 -0.087
H -0.445 -0.541 -0.993 -0.266 -0.076 -0.092
H 1.977 -0.457 -1.971 -0.675 0.088 0.464
H 2.281 0.677 -0.579 -0.558 -1.663 -0.308
H 1.468 -1.031 -0.299 1.313 -0.200 0.067
H -1.071 1.658 -1.503 0.440 -0.151 -0.294

***

# 2
15
Properties=species:S:1:pos:R:3:forces:R:3 method="wB97M-V/def2-TZVPD" smiles=C[C@H](Cl)[C@@H](C)O total_energy_ha=-693.2206 e_above_lowest_kj_mol=47.40 spin_multiplicity=1 orbital_gap_ev=11.2510
C -0.418 -1.312 1.300 -2.988 -1.529 -1.231
C -0.752 -0.232 0.304 1.510 -0.799 -1.137
Cl -2.212 -0.665 -0.700 0.753 0.351 0.392
C 0.495 0.094 -0.572 -1.369 -2.478 -0.717
C 0.385 1.365 -1.301 -0.473 1.064 -0.368
O 1.621 0.017 0.236 0.524 0.238 0.309
H -1.409 -1.756 1.554 0.700 0.273 0.406
H 0.056 -0.989 2.167 0.872 0.697 1.366
H 0.108 -2.135 0.857 0.603 -0.253 -0.336
H -0.916 0.661 0.811 -1.184 1.657 0.961
H 0.577 -0.734 -1.252 0.132 -0.509 -0.521
H 0.517 2.092 -0.477 -0.050 0.516 -0.832
H 1.168 1.458 -2.093 -0.683 0.158 0.749
H -0.649 1.451 -1.721 0.989 0.165 0.157
H 1.429 0.685 0.888 0.663 0.449 0.801

***

# 3
61
Properties=species:S:1:pos:R:3:forces:R:3 method="wB97M-V/def2-TZVPD" total_energy_ha=-4189.0726 e_above_lowest_kj_mol=44.67 spin_multiplicity=1 orbital_gap_ev=6.3281 charge=-1
Pt 1.067 1.520 2.636 -1.060 0.491 -0.440
S 2.663 0.023 1.782 0.041 -0.232 0.033
C 3.854 0.942 2.630 -0.138 0.089 0.118
S 3.064 2.222 3.499 0.032 -0.208 0.313
C 5.206 0.750 2.583 0.203 -0.034 -0.032
C 5.764 -0.303 1.794 -0.029 0.117 0.101
N 6.214 -1.147 1.154 0.002 -0.032 -0.032
C 6.096 1.608 3.299 -0.062 -0.120 -0.084
N 6.813 2.301 3.874 0.007 0.037 0.022
S -0.245 3.220 3.585 -0.027 0.127 -0.123
C -0.969 2.370 4.903 -0.012 -0.052 0.208
C -1.844 3.130 5.752 0.091 0.003 -0.070
N -2.549 3.763 6.403 -0.009 0.004 0.004
C -0.728 1.070 5.177 -0.139 0.135 0.120
S 0.246 0.028 4.171 0.903 0.196 -0.158
C -1.260 0.451 6.351 0.005 -0.095 -0.023
N -1.669 -0.071 7.292 0.001 0.007 -0.052
C -1.004 4.001 -0.420 -0.073 0.003 -0.025
N 0.090 3.248 -1.023 0.077 -0.049 0.104
C -0.037 2.762 -2.386 0.065 0.224 -0.046
C 1.121 2.923 -0.225 -0.101 -0.060 -0.572
C 2.283 2.165 -0.808 -0.099 0.033 0.013
O 1.093 3.305 0.953 0.426 -0.489 0.784
H -1.831 4.043 -1.124 0.000 -0.018 -0.004
H -0.683 5.016 -0.180 0.006 -0.004 -0.012
H -1.330 3.533 0.506 -0.014 -0.086 0.040
H -0.710 3.418 -2.933 0.014 0.009 -0.001
H -0.436 1.752 -2.417 -0.084 -0.241 0.015
H 0.924 2.770 -2.894 0.036 -0.008 -0.005
H 1.957 1.221 -1.248 0.028 0.018 0.060
H 2.988 1.960 -0.012 0.015 0.002 -0.050
H 2.776 2.765 -1.575 -0.036 0.051 -0.051
Cl 2.020 -2.119 -2.272 -0.003 0.013 0.015
C 0.819 -2.546 -3.447 -0.006 0.002 -0.013
C 1.228 -3.086 -4.654 0.006 0.005 0.017
C 0.285 -3.440 -5.604 -0.017 -0.005 -0.011
C -1.060 -3.222 -5.350 0.009 -0.001 -0.005
C -1.451 -2.656 -4.150 -0.025 -0.026 -0.034
Cl -3.134 -2.300 -3.918 -0.008 0.008 -0.040
C -0.533 -2.327 -3.144 0.018 0.021 0.010
N -0.925 -1.744 -1.949 0.035 0.030 -0.064
C -1.815 -2.370 -1.053 -0.071 0.032 0.070
C -2.142 -3.716 -1.158 0.008 -0.060 0.031
C -3.003 -4.303 -0.245 -0.002 -0.021 -0.002
C -3.537 -3.555 0.791 0.002 0.023 0.004
C -3.211 -2.209 0.894 0.004 -0.006 0.008
C -2.364 -1.596 -0.020 -0.014 0.032 -0.073
C -2.089 -0.114 0.076 -0.094 -0.041 0.094
C -0.699 0.209 0.610 0.070 0.094 0.128
O -0.699 0.986 1.638 -0.045 -0.107 -0.325
O 0.299 -0.250 0.050 0.001 0.124 0.048
H 2.284 -3.235 -4.830 -0.007 0.002 0.003
H 0.597 -3.876 -6.544 -0.003 0.003 0.004
H -1.814 -3.465 -6.085 0.001 0.001 0.004
H -0.201 -1.235 -1.440 0.054 0.071 0.021
H -1.710 -4.309 -1.956 -0.009 0.011 0.022
H -3.245 -5.354 -0.341 -0.002 0.002 0.003
H -4.202 -4.009 1.513 0.002 0.002 0.002
H -3.630 -1.611 1.694 0.004 -0.003 0.000
H -2.827 0.366 0.716 -0.001 -0.036 -0.016
H -2.160 0.324 -0.923 0.022 0.014 -0.056

***

# 4
14
Properties=species:S:1:pos:R:3:forces:R:3 method="wB97M-V/def2-TZVPD" total_energy_ha=-415.8870 e_above_lowest_kj_mol=403.41 spin_multiplicity=1 orbital_gap_ev="7.8568 / 7.7536"
C -0.637 -1.257 0.943 -0.246 2.395 -1.419
C -0.449 1.103 -2.542 2.729 -2.048 0.004
C 0.625 -0.468 0.323 -1.072 -3.361 -0.930
C -0.363 0.611 0.029 -0.104 0.248 0.242
N -1.376 -0.145 0.563 0.255 -1.778 1.207
N 1.640 -0.459 1.262 3.971 2.384 1.805
O 0.514 0.445 -2.707 -1.229 0.977 -0.286
O -1.383 1.742 -2.393 -1.565 1.192 -0.272
H -1.073 -2.238 1.032 0.167 -0.299 -0.226
H 1.114 -0.987 -0.555 -1.227 0.515 0.403
H -0.164 1.644 0.234 -0.437 0.542 0.124
H 1.415 0.038 2.128 -0.342 -0.378 -0.241
H 2.526 0.050 0.950 -1.616 -1.021 0.132
H -2.388 -0.080 0.733 0.716 0.632 -0.543